{"formula": "C3HNO", "method": "ωB97M-V/def2-TZVPD", "species": ["C", "C", "C", "N", "O", "H"], "positions_angstrom": [[-1.26406, -0.74067, -0.12198], [-2.24024, 0.01497, -0.12757], [0.94006, 0.23676, -0.01590], [-0.01864, -0.61997, 0.14021], [0.78955, 1.40666, -0.00623], [1.79333, -0.29775, 0.13147]], "mulliken_charge": [0.348, -0.201, 0.141, -0.250, -0.414, 0.377], "homo_lumo_gap_ev": [7.4, 7.2], "lumo_ev": [-3.0, -3.2], "e_above_lowest_kj_mol": 560.8, "fmax_ha_per_bohr": 0.1461, "multiplicity": 1}